ORCA calculation (ωB97M-V/def2-TZVPD) on a molecular structure, C3H2NOS2 in a non-equilibrium geometry.

```
9
Properties=species:S:1:pos:R:3:lowdin_charge:R:1
S -0.3659 2.8898 1.2734 0.407
S 0.6053 -2.5103 -0.6391 0.539
O -1.7679 -1.7398 0.2799 -0.030
N 0.2420 0.7741 -0.2401 -0.005
C -0.0936 -0.2907 -0.8354 -0.273
C -0.7019 -1.5145 -0.2203 -0.990
C 0.4220 1.4968 0.8219 -0.812
H 0.2554 -0.3216 -1.8419 0.073
H 1.4045 1.2162 1.4015 0.091
```

The lowest unoccupied orbital energy comes out at 3.51 eV. The relative energy (zero: lowest compared OMol25 entry of this formula, charge and spin) comes out at 46.9 kcal per mole. For the gap between HOMO and LUMO, the calculation gives 7.8904 eV. For the max |F|, the calculation gives 2.2 eV/Å. As for the net charge: -1. As for the total energy: -1041.90985 a.u.

=====

ORCA calculation (ωB97M-V/def2-TZVPD) on a gas-phase ion, C6H16N (charge +1) in a non-equilibrium geometry.

```
23
Properties=species:S:1:pos:R:3:lowdin_charge:R:1
N -1.5143 0.5012 -1.6497 0.223
C 2.9209 0.9628 0.4828 -0.106
C 0.7491 -0.2034 1.1691 -0.190
C 1.9347 -0.1724 0.1856 -0.258
C -2.4317 -1.2105 -0.1212 -0.026
C -0.5683 0.3711 0.6165 -0.160
C -1.1634 -0.4645 -0.5192 -0.319
H -0.4373 -1.1736 -0.8859 0.144
H 1.0542 0.3670 2.0443 0.118
H -2.4091 0.9430 -1.4147 0.176
H -2.1711 -2.1838 0.2845 0.103
H -3.0591 -1.4052 -0.9892 0.088
H -1.7339 0.0131 -2.5195 0.174
H -3.0426 -0.6652 0.5819 0.090
H 1.6828 -0.1165 -0.8800 0.097
H 3.7892 0.8771 -0.1518 0.073
H -0.7835 1.1984 -1.7764 0.167
H -0.4105 1.4355 0.4297 0.123
H 2.4913 -1.1081 0.2435 0.108
H 2.4504 1.9283 0.3967 0.066
H 0.6012 -1.2239 1.4608 0.108
H -1.2262 0.3586 1.4920 0.120
H 3.2773 0.9708 1.5203 0.083
```

The lowest unoccupied orbital energy comes out at -3.55 eV. The relative energy (zero: lowest compared OMol25 entry of this formula, charge and spin) comes out at 8.5 kcal per mole. For the gap between HOMO and LUMO, the calculation gives 11.0976 eV. For the max |F|, the calculation gives 1.7 eV/Å. As for the net charge: +1. As for the total energy: -292.71071 a.u.

=====

ORCA calculation (ωB97M-V/def2-TZVPD) on a gas-phase ion, C3H3Cl2N2 (charge +1) in a non-equilibrium geometry.

```
10
Properties=species:S:1:pos:R:3:lowdin_charge:R:1
Cl 0.8916 -2.8291 0.0380 0.830
Cl 1.3630 2.0982 1.7585 0.816
N 1.1743 -0.2794 0.9187 0.075
N -0.3648 -0.5207 -0.5881 0.079
C 0.5899 0.8912 0.8408 -0.713
C 0.5570 -1.1610 0.1257 -0.727
C -0.4036 0.8309 -0.0929 -0.002
H 1.7921 -0.5119 1.6610 0.166
H -1.2494 1.4429 -0.4035 0.141
H -1.1942 -1.0269 -1.3754 0.335
```

The lowest unoccupied orbital energy comes out at -3.99 eV. The relative energy (zero: lowest compared OMol25 entry of this formula, charge and spin) comes out at 19.6 kcal per mole. For the gap between HOMO and LUMO, the calculation gives 10.2008 eV. For the max |F|, the calculation gives 5.4 eV/Å. As for the net charge: +1. As for the total energy: -1145.72402 a.u.

=====

ORCA calculation (ωB97M-V/def2-TZVPD) on a molecular structure, C20H8F5NOS2Se4V in a non-equilibrium geometry.

```
42
Properties=species:S:1:pos:R:3:lowdin_charge:R:1
Se -0.4331 -1.6610 2.9452 0.044
Se 3.5701 -3.6360 2.3913 -0.237
Se 2.6757 -2.4123 0.6993 0.313
Se 0.1687 -2.7681 4.8179 -0.260
V 0.3657 -1.0841 0.7823 0.029
S -1.8531 -0.1901 0.2007 0.679
S 1.9791 0.2275 -3.1820 1.092
F -4.6440 0.7057 0.1304 0.064
F -4.4642 4.1061 3.3280 0.096
F -1.8321 3.5817 3.7381 0.105
F -0.6013 1.6801 2.3685 0.080
F -5.8485 2.6380 1.5111 0.091
O 0.2555 -4.0726 0.3914 -0.032
N 0.7501 -0.8752 -1.2154 -0.073
C -1.2543 -2.8244 -3.6525 -0.081
C 0.2022 -1.4364 -2.3690 -0.278
C 3.2967 1.7113 -0.5673 -0.073
C -4.5447 2.3844 1.7195 -0.158
C 0.6176 -2.9622 0.5527 -0.743
C -3.9056 1.3839 1.0149 -0.259
C 2.5739 0.8141 1.9892 -0.105
C 1.6767 0.0184 -1.4814 -0.523
C 3.4938 1.8221 1.8259 -0.091
C 0.7549 -0.9528 -3.5548 -0.459
C -0.8143 -2.3854 -2.4164 -0.009
C 2.3449 0.6916 -0.4006 -0.287
C -1.8944 1.8497 2.1315 -0.239
C -3.8525 3.1292 2.6435 -0.162
C -0.6951 -2.3367 -4.8380 -0.110
C -2.5589 1.0680 1.1802 -0.514
C 0.3188 -1.3933 -4.7990 -0.107
C -2.5199 2.8549 2.8473 -0.149
C 1.9570 0.2013 0.8725 -0.289
C 3.8679 2.2803 0.5433 -0.114
H 2.3228 0.4683 2.9819 0.104
H 3.9430 2.2811 2.7016 0.093
H 0.7611 -1.0099 -5.7112 0.098
H 4.5987 3.0731 0.4363 0.083
H 3.5652 2.0507 -1.5640 0.089
H -2.0489 -3.5587 -3.6997 0.099
H -1.2396 -2.7655 -1.4980 0.104
H -1.0554 -2.6970 -5.7954 0.091
```

The lowest unoccupied orbital energy (spin up / spin down) comes out at 3.81 / 3.81 eV. The relative energy (zero: lowest compared OMol25 entry of this formula, charge and spin) comes out at 52.5 kcal per mole. For the gap between HOMO and LUMO (spin up / spin down), the calculation gives 4.3411 / 4.3165 eV. For the max |F|, the calculation gives 2.5 eV/Å. As for the net charge: -2. As for the total energy: -12742.42836 a.u. Its spin multiplicity is 2. The expectation value of S² is 0.82.

=====

ORCA calculation (ωB97M-V/def2-TZVPD) on 6 unconnected molecules or ions with the total composition C5H24N2O5S in a non-equilibrium geometry.

```
37
Properties=species:S:1:pos:R:3:lowdin_charge:R:1
S 0.4737 1.4975 -2.8006 0.735
O 2.7963 1.5701 1.5312 -0.065
O -1.3689 -2.5067 -2.1394 -0.055
O 1.8737 -0.8380 2.8215 -0.061
O 4.5170 -0.3737 0.0335 -0.061
O 0.3673 -3.4467 0.4625 -0.048
N -0.4787 2.2720 0.3592 0.043
N -1.0394 -0.3518 1.1397 -0.080
C -2.2515 -1.1156 1.4744 -0.270
C -0.8421 0.0487 -0.2720 -0.228
C -1.2637 1.5247 -0.5859 -0.450
C -1.1657 1.7774 -2.0853 -0.518
C -3.3839 -0.2150 1.9749 -0.084
H 0.0403 -2.7760 -0.1450 -0.001
H -0.6401 3.2710 0.4288 0.087
H 1.7277 -1.7044 2.4086 0.048
H -1.1494 -3.4370 -2.2710 0.056
H 0.2335 -0.0790 -0.4427 0.089
H -1.9313 -1.6982 2.3281 0.093
H -1.3793 2.8308 -2.3003 0.068
H -2.5865 -1.8017 0.7028 0.096
H -1.0190 0.5536 1.6106 0.085
H 2.6192 0.7195 1.9654 -0.010
H 0.6378 0.1908 -2.5604 -0.150
H -0.2119 -3.4726 1.2284 0.030
H -2.2605 1.4151 -0.1605 0.117
H -1.2447 -0.6873 -0.9652 0.077
H -1.9944 1.2934 -2.6033 0.078
H -4.3572 -0.7097 1.9219 0.072
H 2.9534 2.1056 2.3200 0.052
H 0.5106 2.1545 0.2075 0.054
H 4.3936 -0.8661 0.8494 0.024
H 3.7432 0.1970 -0.0228 0.004
H -3.2495 0.1193 2.9950 0.072
H -3.4906 0.6630 1.3400 0.057
H 1.0599 -0.3825 2.5557 0.024
H -1.9515 -2.5303 -1.3714 0.020
```

The lowest unoccupied orbital energy comes out at 0.27 eV. The relative energy (zero: lowest compared OMol25 entry of this formula, charge and spin) comes out at 34.8 kcal per mole. For the gap between HOMO and LUMO, the calculation gives 9.2238 eV. For the max |F|, the calculation gives 2.8 eV/Å. As for the net charge: 0. As for the total energy: -1088.76356 a.u.

=====

ORCA calculation (ωB97M-V/def2-TZVPD) on C8H5NO4 in the gas phase.

```
18
Properties=species:S:1:pos:R:3:lowdin_charge:R:1
O -0.7296 2.5750 -0.6670 0.064
O 2.3559 2.1883 -0.4393 0.163
O -2.9407 -1.4689 0.6320 0.036
O 2.5234 -1.9725 0.9693 0.161
N 2.7976 -0.1113 -0.4344 0.141
C 0.5984 -0.7165 0.2521 -0.084
C 1.9444 1.0790 -0.3724 -0.368
C -1.7578 -0.7998 0.3750 -0.283
C -0.5408 -1.4567 0.5192 0.075
C 0.5508 0.6089 -0.1441 -0.035
C -0.6723 1.2630 -0.2651 -0.231
C 2.0454 -1.0982 0.3253 -0.379
C -1.8306 0.5419 0.0025 0.083
H -0.5606 3.1515 0.0857 0.124
H -2.7931 1.0197 -0.0782 0.135
H 2.7340 -0.4203 -1.4061 0.150
H -0.4750 -2.4906 0.8205 0.135
H -3.2496 -1.8925 -0.1753 0.114
```

The lowest unoccupied orbital energy comes out at -0.33 eV. For the gap between HOMO and LUMO, the calculation gives 9.6880 eV. For the max |F|, the calculation gives 0.7 eV/Å. As for the net charge: 0. As for the total energy: -663.56840 a.u.

=====

Question: What is the net charge in the fifth record?
Answer: 0

=====

Question: max |F| of number 1 (C3H2NOS2)?
Answer: 2.2 eV/Å